{"formula": "C66H177N15O18", "method": "ωB97M-V/def2-TZVPD", "species": ["C", "O", "C", "C", "N", "C", "C", "O", "C", "H", "H", "H", "H", "H", "H", "H", "H", "H", "H", "H", "H", "H", "H", "H", "C", "O", "C", "C", "N", "C", "C", "O", "C", "H", "H", "H", "H", "H", "H", "H", "H", "H", "H", "H", "H", "H", "H", "H", "C", "O", "C", "C", "N", "C", "C", "O", "C", "H", "H", "H", "H", "H", "H", "H", "H", "H", "H", "H", "H", "H", "H", "H", "C", "C", "C", "O", "C", "N", "H", "H", "H", "H", "H", "H", "H", "H", "H", "H", "H", "C", "C", "C", "O", "C", "N", "H", "H", "H", "H", "H", "H", "H", "H", "H", "H", "H", "C", "C", "C", "O", "C", "N", "H", "H", "H", "H", "H", "H", "H", "H", "H", "H", "H", "C", "C", "C", "O", "C", "N", "H", "H", "H", "H", "H", "H", "H", "H", "H", "H", "H", "C", "C", "C", "O", "C", "N", "H", "H", "H", "H", "H", "H", "H", "H", "H", "H", "H", "C", "C", "C", "O", "C", "N", "H", "H", "H", "H", "H", "H", "H", "H", "H", "H", "H", "C", "C", "C", "O", "C", "N", "H", "H", "H", "H", "H", "H", "H", "H", "H", "H", "H", "C", "C", "C", "O", "C", "N", "H", "H", "H", "H", "H", "H", "H", "H", "H", "H", "H", "C", "C", "C", "O", "C", "N", "H", "H", "H", "H", "H", "H", "H", "H", "H", "H", "H", "C", "C", "C", "O", "C", "N", "H", "H", "H", "H", "H", "H", "H", "H", "H", "H", "H", "C", "C", "C", "O", "C", "N", "H", "H", "H", "H", "H", "H", "H", "H", "H", "H", "H", "C", "C", "C", "O", "C", "N", "H", "H", "H", "H", "H", "H", "H", "H", "H", "H", "H"], "coordinates": [[1.8411, -3.9060, -2.5018], [2.0891, -2.9469, -3.4291], [3.5160, -2.4285, -3.3559], [3.8227, -1.4207, -4.4165], [3.3030, -0.1325, -4.0772], [3.7466, 0.7908, -5.0765], [3.1553, 2.2147, -4.8198], [1.7410, 2.4062, -5.1054], [0.8431, 2.0785, -4.0886], [2.6646, -4.5848, -2.2800], [1.1136, -4.6453, -2.8370], [1.3732, -3.4968, -1.6064], [4.3598, -3.1174, -3.3177], [3.3894, -2.0573, -2.3389], [3.3161, -1.8536, -5.2790], [4.8994, -1.4331, -4.5858], [2.2995, -0.1271, -4.1918], [3.5389, 0.5075, -6.1083], [4.8232, 0.8936, -4.9406], [3.7979, 2.7847, -5.4908], [3.4042, 2.5641, -3.8178], [-0.1519, 2.5191, -4.1515], [1.2016, 2.4860, -3.1433], [0.6019, 1.0176, -4.1551], [-1.1145, -4.4214, -6.3692], [-2.2320, -3.6289, -5.9341], [-1.9633, -2.2158, -6.1094], [-3.1592, -1.4516, -5.6860], [-3.5197, -1.8753, -4.2874], [-2.5925, -1.3334, -3.3110], [-3.1355, -1.7866, -1.9065], [-2.8583, -3.1844, -1.7733], [-1.6726, -3.4367, -1.1232], [-0.1539, -4.0271, -6.0378], [-1.1365, -4.3489, -7.4566], [-1.2249, -5.5055, -6.3454], [-2.0244, -2.1749, -7.1969], [-1.0583, -1.8861, -5.5991], [-4.0280, -1.6331, -6.3187], [-2.9045, -0.3921, -5.6604], [-3.5922, -2.8818, -4.3300], [-2.6977, -0.2688, -3.5200], [-1.5355, -1.5166, -3.5041], [-4.1788, -1.4750, -1.8562], [-2.7730, -1.2020, -1.0609], [-1.3166, -4.4568, -0.9788], [-1.6652, -2.9011, -0.1739], [-0.9022, -2.8885, -1.6656], [5.8169, 1.4321, 4.5460], [5.9516, 2.7201, 5.1016], [5.6783, 2.9241, 6.4878], [4.3505, 2.3901, 7.0402], [3.1663, 2.9178, 6.2696], [1.9815, 2.0094, 6.4536], [0.6805, 2.3257, 5.6650], [0.9811, 2.0446, 4.3009], [-0.1170, 1.3081, 3.7189], [6.5550, 1.3963, 3.7447], [4.8666, 1.5203, 4.0195], [5.7791, 0.6228, 5.2751], [5.6640, 4.0061, 6.6191], [6.5339, 2.4664, 6.9845], [4.3249, 2.5965, 8.1102], [4.5434, 1.3176, 7.0160], [3.4187, 2.9931, 5.2945], [1.6735, 2.3664, 7.4363], [2.1258, 0.9293, 6.4762], [0.2624, 3.3257, 5.7802], [0.0411, 1.5560, 6.0972], [-1.0757, 1.7818, 3.9302], [-0.0266, 0.3501, 4.2310], [0.0856, 1.1480, 2.6600], [6.8038, 0.4236, -0.0139], [7.4018, -0.9172, -0.5133], [6.3356, -1.9198, -0.8852], [5.5322, -2.4477, 0.1535], [5.4681, -3.8688, 0.1997], [8.4402, -0.8146, -1.4471], [6.5169, 1.1708, -0.7538], [7.5278, 1.0195, 0.5418], [5.9524, 0.3698, 0.6645], [7.8996, -1.3225, 0.3676], [6.8491, -2.6606, -1.4980], [5.6885, -1.4466, -1.6238], [4.9989, -4.2072, -0.7241], [4.7708, -4.2433, 0.9492], [6.4748, -4.2787, 0.1175], [9.3156, -0.8369, -0.9439], [8.5367, 0.1105, -1.8408], [-5.0700, 3.3460, 6.8507], [-5.9526, 3.8646, 5.6843], [-5.8200, 2.8963, 4.5551], [-4.5309, 2.8743, 3.8622], [-4.3567, 3.7343, 2.7015], [-7.3009, 3.9709, 6.1528], [-4.0439, 3.1770, 6.5243], [-5.3899, 2.3348, 7.1022], [-5.1946, 4.0632, 7.6620], [-5.6839, 4.8384, 5.2748], [-6.5660, 3.2205, 3.8295], [-6.2047, 1.9223, 4.8575], [-4.9212, 4.6641, 2.7723], [-4.7244, 3.1708, 1.8440], [-3.3139, 3.9352, 2.4558], [-7.3841, 4.4567, 7.0344], [-7.7115, 4.5215, 5.4124], [-1.6588, 4.0319, -6.1085], [-2.3611, 2.7608, -5.8790], [-3.8534, 2.6970, -6.3931], [-4.7179, 3.6248, -5.6767], [-6.0728, 3.6318, -6.1764], [-1.5100, 1.6492, -6.3404], [-0.6509, 3.8848, -5.7204], [-2.1067, 4.8467, -5.5398], [-1.5806, 4.4124, -7.1269], [-2.4668, 2.6783, -4.7972], [-4.1125, 1.6540, -6.2111], [-3.8629, 2.8992, -7.4642], [-6.1628, 4.1781, -7.1153], [-6.7423, 4.1323, -5.4768], [-6.5444, 2.7239, -6.5523], [-0.5786, 1.7607, -5.9661], [-1.4004, 1.9018, -7.3121], [-3.9954, -0.9393, 4.3619], [-4.4096, -0.7664, 2.8838], [-5.8433, -1.2507, 2.6443], [-6.6925, -0.5661, 3.5453], [-7.7088, -1.4054, 4.1515], [-4.0965, 0.6610, 2.5606], [-4.6264, -0.3398, 5.0181], [-2.9640, -0.6044, 4.4733], [-4.0301, -1.9680, 4.7206], [-3.6527, -1.3344, 2.3428], [-5.7052, -2.3319, 2.6342], [-6.0773, -1.1151, 1.5884], [-8.3684, -2.0043, 3.5236], [-8.2878, -0.8113, 4.8585], [-7.2482, -2.0810, 4.8723], [-3.1964, 0.8448, 2.9802], [-4.7767, 1.2029, 3.0743], [0.3838, -0.0854, -9.1004], [1.8972, -0.2149, -8.8988], [2.5321, 1.1361, -8.9017], [2.6370, 1.7921, -10.1357], [2.9060, 3.1869, -10.0387], [2.2212, -1.0056, -7.7132], [-0.0057, 0.7274, -8.4875], [-0.1911, -1.0078, -9.0184], [0.1267, 0.2828, -10.0936], [2.3560, -0.7046, -9.7578], [3.4908, 0.9924, -8.4032], [2.0706, 1.8132, -8.1830], [2.9134, 3.6245, -11.0369], [3.8625, 3.3153, -9.5321], [2.1296, 3.6134, -9.4035], [1.9518, -1.9710, -7.8378], [1.5088, -0.6585, -7.0870], [-3.6422, -5.6167, 2.4378], [-4.5108, -6.8100, 2.6674], [-4.9150, -6.9842, 4.1382], [-5.5206, -5.8516, 4.7582], [-4.9628, -5.4533, 5.9319], [-5.6860, -6.8043, 1.7998], [-2.6118, -5.7963, 2.7446], [-3.9709, -4.7592, 3.0250], [-3.5518, -5.3237, 1.3919], [-3.9241, -7.6643, 2.3297], [-3.9917, -7.2931, 4.6282], [-5.5520, -7.8504, 4.3172], [-4.1400, -4.8284, 5.5846], [-4.6491, -6.2379, 6.6204], [-5.7718, -4.9746, 6.4835], [-6.1305, -5.9578, 2.1254], [-5.4576, -6.7631, 0.8168], [0.7998, -5.9607, 3.9600], [1.5675, -6.6055, 2.7056], [0.7312, -6.3757, 1.3806], [1.2895, -7.1292, 0.3706], [1.3309, -8.5055, 0.4733], [2.8629, -5.9386, 2.5316], [-0.1775, -6.3620, 4.2281], [0.6177, -4.8862, 3.9800], [1.4217, -6.1832, 4.8270], [1.7974, -7.6677, 2.7898], [0.8539, -5.3733, 0.9704], [-0.3174, -6.6019, 1.5737], [1.8189, -8.9003, 1.3644], [1.9600, -8.7640, -0.3785], [0.2942, -8.7729, 0.2690], [2.6422, -4.9812, 2.2976], [3.3801, -6.2429, 1.7192], [8.0457, -4.4728, 6.1896], [6.6153, -4.8343, 5.8407], [6.1685, -4.1621, 4.4673], [6.3800, -2.7706, 4.5328], [5.8305, -1.9754, 3.5353], [6.5045, -6.2938, 5.7846], [8.3657, -4.8834, 7.1473], [8.0785, -3.3925, 6.3305], [8.8386, -4.7365, 5.4897], [5.9580, -4.4604, 6.6258], [5.1104, -4.3892, 4.3368], [6.8143, -4.6119, 3.7132], [6.4963, -2.0505, 2.6756], [6.0166, -0.9352, 3.8026], [4.8110, -2.1682, 3.2012], [5.5630, -6.6593, 5.7727], [6.8894, -6.6141, 6.6617], [2.3938, 7.8890, -3.7233], [3.3661, 6.7498, -3.2942], [2.7286, 5.8880, -2.1511], [3.7352, 5.0553, -1.6040], [3.4319, 3.8011, -1.0574], [3.7344, 5.8497, -4.3671], [1.4243, 7.5480, -4.0865], [2.8826, 8.5247, -4.4616], [2.2880, 8.5314, -2.8491], [4.3323, 7.1361, -2.9698], [2.0261, 5.1756, -2.5836], [2.2490, 6.4428, -1.3447], [3.0281, 3.0943, -1.7824], [2.6230, 3.7991, -0.3267], [4.3024, 3.3890, -0.5470], [4.3061, 5.1651, -3.8931], [2.9102, 5.2707, -4.4414], [-4.8761, 2.9717, -1.8861], [-5.8382, 2.1980, -0.9438], [-7.1156, 1.6997, -1.7517], [-7.9665, 0.7993, -1.0120], [-9.0153, 1.5768, -0.3348], [-4.9808, 1.1182, -0.3920], [-5.4203, 3.7094, -2.4757], [-4.4878, 2.2746, -2.6286], [-4.0959, 3.4318, -1.2796], [-6.3093, 2.8323, -0.1929], [-6.7905, 1.0878, -2.5932], [-7.7822, 2.4062, -2.2463], [-9.7236, 2.0565, -1.0102], [-8.6972, 2.4602, 0.2187], [-9.5872, 1.1344, 0.4809], [-4.6490, 1.4170, 0.5139], [-5.4754, 0.2384, -0.3556], [0.4736, 6.6245, 5.2721], [-0.7467, 6.3413, 4.3577], [-0.3876, 5.4277, 3.1777], [0.6036, 5.9558, 2.3308], [1.7295, 5.1682, 2.1956], [-1.7903, 5.8069, 5.2974], [0.2587, 7.2928, 6.1059], [1.1939, 7.2244, 4.7159], [0.9782, 5.7022, 5.5601], [-0.9626, 7.3614, 4.0401], [-1.2726, 5.3827, 2.5430], [-0.1933, 4.3926, 3.4588], [1.4386, 4.1975, 1.7940], [2.2124, 4.7464, 3.0770], [2.4598, 5.5900, 1.5051], [-2.6682, 5.5997, 4.8429], [-1.9564, 6.4144, 6.0870], [-0.4621, 1.0661, -0.8025], [0.8634, 0.4445, -1.1834], [1.6880, -0.3920, -0.1042], [0.9645, -1.5289, 0.4470], [1.2242, -1.9431, 1.7694], [0.5742, -0.4396, -2.2759], [-0.3343, 1.6741, 0.0931], [-1.2635, 0.3349, -0.6965], [-0.7625, 1.7514, -1.5951], [1.5923, 1.1940, -1.4915], [2.1100, 0.2924, 0.6317], [2.5287, -0.8465, -0.6285], [1.5748, -1.1971, 2.4826], [2.0461, -2.6535, 1.8584], [0.2621, -2.3296, 2.1059], [-0.2504, -0.9988, -2.1106], [1.3683, -1.0324, -2.4717]], "max_force_ev_per_a": 3.807, "homo_ha": -0.2962, "total_charge": 0, "relative_energy_kcal_mol": 129.3, "lumo_energy_ev": 0.39, "gap_ev": 8.444}